Formula: C21H31NO6S
Source: the OMol25 dataset
Level of theory: wB97M-V/def2-TZVPD

Last column: Mulliken charge in e.
Geometry (Å):
S: 2.30 -0.13 -2.87  1.44
O: -2.36 0.60 2.21  -0.39
O: 0.52 -2.25 1.65  -0.64
O: 2.44 -1.55 -3.00  -0.73
O: 3.48 0.68 -3.02  -0.77
O: -1.84 1.93 -6.53  -0.43
O: 2.23 -1.15 2.57  -0.21
N: 1.61 0.29 -1.40  0.07
C: -0.59 0.02 -5.69  -0.42
C: 0.39 -0.44 -4.82  -0.29
C: -0.26 0.00 0.14  -0.89
C: -2.56 1.11 -7.42  -0.84
C: 0.75 1.80 -4.02  -0.30
C: 1.04 0.45 -4.00  -0.58
C: 0.48 -0.56 -1.07  -0.83
C: -3.99 0.25 3.98  -0.67
C: -3.57 -0.04 2.54  -0.51
C: -1.29 0.15 3.02  0.24
C: -1.57 0.47 4.50  -0.80
C: -0.90 1.38 -5.73  0.87
C: -0.01 0.85 2.53  -2.45
C: 1.90 0.99 0.91  -1.00
C: 4.12 -2.14 3.65  -1.19
C: 1.12 -1.22 1.84  -0.17
C: 0.68 0.15 1.34  2.24
C: 2.56 0.36 -0.31  -0.93
C: -2.88 -0.19 4.92  -0.78
C: 2.72 -2.38 3.11  -0.25
C: -0.23 2.26 -4.88  -0.79
H: -0.74 0.10 5.11  0.37
H: -0.18 -0.58 -1.94  0.61
H: 2.62 1.06 1.72  0.41
H: -1.19 -0.94 2.91  0.51
H: 0.70 0.92 3.35  0.21
H: -1.10 -0.69 -6.34  0.39
H: 2.72 -3.14 2.32  0.31
H: -4.31 0.35 1.83  0.38
H: 2.04 -2.71 3.90  0.27
H: -4.92 -0.27 4.20  0.37
H: 0.81 -1.59 -0.87  0.28
H: 0.65 -1.48 -4.78  0.49
H: 4.51 -3.07 4.07  0.41
H: 4.78 -1.81 2.85  0.30
H: 3.39 0.98 -0.67  0.61
H: -3.23 1.77 -7.96  0.24
H: -0.69 0.97 -0.10  0.48
H: -0.30 1.86 2.23  0.64
H: -0.48 3.31 -4.93  0.43
H: -3.14 0.36 -6.88  0.34
H: 2.95 -0.64 -0.06  0.34
H: 1.55 1.99 0.65  0.52
H: -2.77 -1.28 4.87  0.32
H: -1.07 -0.68 0.40  0.36
H: -1.89 0.61 -8.14  0.35
H: -1.64 1.55 4.62  0.32
H: 1.29 2.46 -3.37  0.45
H: 4.10 -1.38 4.43  0.30
H: -3.47 -1.12 2.39  0.33
H: -3.12 0.08 5.95  0.38
H: -4.16 1.33 4.09  0.29

- calculated total energy (eV) = -46890.5787
- HOMO-LUMO gap (eV) = 9.681
- ΔE to the lowest compared entry with this formula, charge and spin (eV) = 0.050
- multiplicity = 1
- structure (SMILES) = CCOC(=O)C1(C[C@H]2CCCCO2)CCN(S(=O)(=O)c2ccc(OC)cc2)CC1
- strongest force on any atom (eV/Å) = 1.062


Formula: C21H32AlB2F2N10S
Source: the OMol25 dataset
Level of theory: wB97M-V/def2-TZVPD

Last column: Löwdin spin population.
Geometry (Å):
S: -0.53 -2.03 -1.84  0.16
Al: -0.43 0.42 -0.85  0.19
F: -2.51 -0.64 -3.25  0.08
F: -2.97 -1.06 -1.01  0.09
N: 0.34 1.18 1.60  0.00
N: 1.70 3.28 1.69  0.00
N: -2.30 -4.05 -1.47  0.00
N: -0.08 3.01 -0.08  0.01
N: 1.42 0.72 -1.13  0.01
N: 1.99 1.61 -0.25  0.00
N: 3.02 3.17 2.00  0.00
N: -0.46 0.23 1.04  0.01
N: -0.33 -4.15 -0.23  0.03
N: -0.92 2.26 -0.85  0.05
C: -2.01 -1.57 1.84  0.00
C: 0.77 -3.46 0.44  0.00
C: -0.98 -0.51 2.04  0.00
C: -1.13 -3.56 -1.10  0.05
C: -0.34 4.30 -0.31  0.00
C: 3.23 3.99 3.02  0.00
C: -3.10 -4.91 -0.59  0.00
C: -0.46 -0.06 3.24  0.00
C: 2.12 -0.53 -3.18  0.00
C: 1.08 4.16 2.54  0.00
C: 4.60 4.16 3.60  0.00
C: -0.34 -5.61 -0.05  0.00
C: 2.37 0.39 -2.03  0.00
C: 2.03 4.64 3.40  0.00
C: -1.71 3.09 -1.54  0.00
C: 0.36 1.01 2.92  0.00
C: -1.38 4.40 -1.22  0.00
C: -2.96 -3.69 -2.73  0.00
C: 3.54 1.05 -1.72  0.00
C: -2.76 2.58 -2.47  0.01
C: 3.26 1.81 -0.60  0.00
B: -2.09 -0.91 -2.02  0.27
B: 1.04 2.32 0.77  0.00
H: -3.09 -5.95 -0.93  0.00
H: 0.95 1.66 3.55  0.00
H: -2.23 -3.31 -3.45  0.00
H: 2.85 -0.32 -3.96  0.00
H: -3.22 3.42 -3.00  0.00
H: 2.24 -1.58 -2.90  0.00
H: -2.74 -4.85 0.43  0.00
H: 5.27 4.62 2.88  0.00
H: 3.87 2.48 -0.01  0.00
H: -1.83 5.30 -1.60  0.00
H: 1.90 5.36 4.19  0.00
H: 0.53 -2.42 0.63  0.00
H: -2.35 1.90 -3.22  0.00
H: 1.13 -0.40 -3.61  0.00
H: 4.56 4.79 4.49  0.00
H: -3.41 -4.58 -3.14  0.00
H: -2.01 -2.24 2.69  0.00
H: -3.00 -1.13 1.75  0.00
H: -3.55 2.06 -1.93  0.00
H: 0.23 5.07 0.19  0.00
H: 0.70 -5.94 -0.05  0.00
H: 0.94 -3.95 1.40  0.00
H: 4.48 1.00 -2.25  0.00
H: -3.74 -2.95 -2.55  0.00
H: -0.68 -0.44 4.23  0.00
H: 0.03 4.36 2.49  0.00
H: -0.80 -5.90 0.89  0.00
H: -1.83 -2.15 0.94  0.00
H: 1.69 -3.52 -0.15  0.00
H: 5.02 3.20 3.89  0.00
H: -4.13 -4.54 -0.63  0.00
H: -0.85 -6.09 -0.88  0.00

- calculated total energy (eV) = -61412.0845
- HOMO-LUMO gap (spin up / spin down) (eV) = 8.474 / 6.096
- ⟨S²⟩ = 0.75
- charge = +2
- ΔE to the lowest compared entry with this formula, charge and spin (eV) = 0.000
- multiplicity = 2
- strongest force on any atom (eV/Å) = 0.424


Formula: C21H32BClF3MgN4NaO10P
Source: the OMol25 dataset
Level of theory: wB97M-V/def2-TZVPD

Last column: Mulliken charge in e.
Geometry (Å):
Cl: 0.80 1.25 -1.14  -0.49
P: -0.20 2.53 1.20  0.29
Mg: -1.38 -0.72 0.41  1.00
Na: -2.47 4.90 4.21  0.90
F: -0.77 -2.89 -1.94  -0.71
F: -4.23 -0.85 1.56  -0.78
F: 2.14 2.36 2.77  -0.91
O: -0.36 7.71 3.35  -0.65
O: 1.08 2.94 0.26  -0.44
O: -5.95 -6.05 -2.62  -0.63
O: -0.49 3.66 2.13  -0.31
O: -5.57 -4.78 -4.31  -0.63
O: 4.39 -4.12 -2.63  -0.63
O: 0.27 1.21 2.04  -0.33
O: 0.44 6.80 1.46  -0.21
O: 2.88 -6.05 0.43  -0.78
O: 0.95 -5.48 -0.35  -0.60
N: 3.98 -6.31 -2.25  -0.31
N: -5.20 -5.44 -3.35  1.01
N: 1.99 -5.24 0.19  1.17
N: 4.47 -5.57 -4.38  -0.41
C: 2.68 7.51 1.58  -0.62
C: 4.29 -5.26 -3.06  0.67
C: -1.58 2.14 0.06  0.28
C: 3.32 -3.41 1.20  -0.50
C: 1.14 -2.99 0.25  0.21
C: -3.19 4.49 2.26  0.17
C: -2.88 -4.77 -3.85  -0.38
C: -3.31 -6.25 -2.00  -0.25
C: 2.40 -1.17 1.18  -0.63
C: -1.96 -6.27 -1.71  -0.59
C: -1.53 -4.80 -3.56  -0.42
C: 3.43 -2.05 1.51  -0.73
C: 0.57 7.43 2.64  0.50
C: -3.77 -5.49 -3.06  0.00
C: -3.59 3.91 0.87  -0.98
C: 1.26 -1.66 0.55  0.33
C: 2.03 7.69 2.94  -0.43
C: -2.26 5.82 2.04  -0.70
C: 2.17 -3.85 0.57  -0.07
C: 1.75 6.51 0.92  -0.39
C: -1.07 -5.55 -2.50  -0.20
B: -3.01 2.44 0.67  0.26
H: -0.47 0.86 2.57  0.32
H: 4.12 -4.08 1.45  0.44
H: -1.38 5.76 2.79  -0.07
H: 1.73 6.62 -0.17  0.33
H: 2.18 8.69 3.33  0.32
H: -3.23 -4.17 -4.69  0.41
H: -4.71 3.84 0.85  0.20
H: 3.89 -7.26 -2.58  0.15
H: -1.39 2.63 -0.93  0.35
H: -1.59 -6.85 -0.88  0.40
H: 3.71 7.17 1.62  0.34
H: 0.75 3.73 -0.22  0.35
H: -1.46 1.05 -0.16  -0.72
H: 2.01 5.47 1.16  0.28
H: 3.84 -6.12 -1.27  0.19
H: -0.02 -5.57 -2.28  0.47
H: -1.83 5.71 1.04  0.36
H: -3.32 4.58 0.02  0.36
H: 2.49 -0.11 1.41  0.47
H: -2.63 3.70 2.89  0.04
H: 0.45 -1.00 0.28  -0.01
H: 4.70 -4.81 -5.00  0.23
H: 4.32 -1.68 2.00  0.41
H: -0.83 -4.24 -4.16  0.35
H: 4.39 -6.50 -4.75  0.15
H: -3.71 1.52 0.97  0.03
H: -4.00 -6.81 -1.38  0.41
H: -2.82 6.77 2.17  0.22
H: 2.38 6.94 3.66  0.29
H: 0.24 -3.35 -0.25  0.18
H: 2.66 8.45 1.03  0.27
H: -4.12 4.78 2.90  0.44

- calculated total energy (eV) = -89224.9790
- HOMO-LUMO gap (eV) = 4.568
- charge = -1
- multiplicity = 1
- strongest force on any atom (eV/Å) = 5.438


What is the formula in the first record? C21H31NO6S


Which value of strongest force on any atom does entry 1 give? 1.062 eV/Å


multiplicity of number 3 (C21H32BClF3MgN4NaO10P)? 1